Entry A
Here is a 2-piece molecular cluster, C2H2ClNO2 overall from OMol25. Energies are from wB97M-V/def2-TZVPD.

Calculated values
Kohn-Sham gap: 10.096 eV

ORCA input file:
```
! RIJCOSX wB97M-V def2-TZVPD def2/J DEFGRID3
* xyz 0 1
H 1.108 -0.537 1.599
Cl 1.736 -2.283 -1.140
C 0.282 -1.193 1.542
O 1.788 0.308 -0.514
H 0.427 -0.543 -1.828
N -0.661 -1.867 1.473
O -1.588 -2.605 1.488
C 1.201 -0.573 -1.045
*
```

=====

Entry B
Here is C2H2ClNO2 in the gas phase from OMol25. Energies are from wB97M-V/def2-TZVPD.

Calculated values
Kohn-Sham gap (spin up / spin down): 8.557 / 8.558 eV

ORCA input file:
```
! RIJCOSX wB97M-V def2-TZVPD def2/J DEFGRID3
* xyz 0 1
O 2.137 0.515 0.174
H -1.130 -0.727 -1.367
C -0.150 -0.051 0.542
C -0.785 0.097 -0.787
H 0.098 0.864 1.120
N 1.568 -0.476 0.343
O -0.768 1.165 -1.309
Cl -0.971 -1.387 1.283
*
```

=====

Q: Which of them is the least stable? A: entry B.

=====

Entry A
Here is a 9-piece molecular cluster, C36H90O18 overall from OMol25. Energies are from wB97M-V/def2-TZVPD.

Calculated values
Kohn-Sham gap: 9.764 eV

ORCA input file:
```
! RIJCOSX wB97M-V def2-TZVPD def2/J DEFGRID3
* xyz 0 1
O -30.036 -9.335 11.968
H -29.298 -25.081 18.717
H -27.992 -25.386 20.720
H -28.149 -13.153 16.229
H -28.034 -25.007 22.459
H -29.382 -23.322 18.771
H -35.017 -20.678 4.634
C -27.061 -10.029 20.906
H -36.766 -24.241 17.832
O -29.161 -12.272 17.754
H -32.028 -8.737 13.634
H -37.473 -22.849 17.001
H -39.852 -24.843 15.742
H -34.053 -19.590 3.607
H -33.239 -15.050 11.042
H -37.403 -27.693 19.709
C -30.133 -12.188 5.439
H -30.748 -7.494 11.288
H -32.454 -13.626 4.034
H -27.622 -17.514 23.989
H -33.134 -18.485 7.111
O -34.117 -11.899 3.311
H -32.329 -11.362 2.400
H -28.284 -10.085 11.311
C -28.736 -9.105 11.466
C -26.221 -15.481 25.102
H -32.443 -18.243 16.453
C -28.516 -12.159 16.485
O -29.206 -26.412 21.971
C -32.386 -15.059 11.721
C -22.868 -14.472 24.054
H -30.761 -17.942 17.003
H -26.914 -9.320 20.091
H -40.073 -17.044 18.118
H -28.489 -16.450 22.852
H -32.368 -13.388 5.722
O -39.115 -17.189 16.315
C -30.636 -8.091 12.193
H -27.695 -13.716 18.339
H -32.498 -18.849 5.545
H -30.466 -27.353 23.110
O -38.232 -14.984 14.480
C -37.371 -16.024 14.988
C -32.090 -8.289 12.642
O -27.815 -10.999 20.224
H -37.085 -17.179 16.787
H -30.078 -7.562 12.965
H -31.112 -25.847 22.416
C -36.990 -23.815 16.854
H -22.485 -14.310 25.062
H -40.158 -18.660 17.260
C -33.260 -19.157 6.262
O -31.232 -11.988 4.572
H -31.429 -14.841 11.247
O -32.928 -9.019 11.709
H -29.184 -22.972 21.153
C -27.158 -11.816 19.288
H -31.715 -18.706 13.060
H -24.469 -14.473 25.943
H -34.107 -10.023 13.105
H -32.481 -7.272 12.673
C -28.642 -25.186 21.571
O -26.851 -15.582 23.833
H -38.692 -18.075 18.112
C -33.007 -20.541 6.781
H -28.140 -8.495 12.145
H -34.741 -8.504 12.554
H -37.471 -14.829 12.567
C -34.213 -9.397 12.219
H -36.354 -15.671 15.157
C -37.845 -16.514 16.376
H -22.132 -15.067 23.515
H -29.989 -25.829 23.848
H -31.787 -15.877 14.210
H -32.667 -14.323 12.473
H -29.856 -13.231 5.586
C -28.183 -12.820 18.724
C -39.555 -17.787 17.512
H -40.171 -26.594 17.605
H -33.030 -21.220 5.929
H -30.216 -23.771 22.190
C -27.954 -16.493 23.800
C -31.882 -18.041 13.907
C -33.773 -12.134 4.701
H -28.665 -8.500 10.562
H -32.932 -18.130 14.187
O -38.286 -26.388 18.498
H -25.131 -13.489 24.710
H -38.385 -28.459 18.433
H -33.417 -10.006 3.098
O -37.958 -24.424 15.984
H -31.702 -16.759 16.070
O -24.110 -15.037 24.057
O -31.024 -18.401 14.978
C -33.459 -21.833 8.653
H -32.638 -21.456 9.263
C -30.251 -26.305 22.903
H -37.390 -16.902 14.342
H -26.682 -11.288 18.461
C -29.617 -23.961 21.300
H -29.349 -11.441 5.321
H -33.673 -11.193 5.242
H -27.702 -11.435 16.522
C -38.338 -27.640 19.151
H -39.214 -15.478 12.765
C -34.758 -19.638 4.436
C -31.504 -16.608 13.453
H -39.164 -27.704 19.860
H -30.486 -11.934 6.439
C -31.475 -17.818 16.189
H -28.805 -13.242 19.514
H -26.920 -15.079 25.835
H -27.596 -9.577 21.741
H -29.287 -11.926 15.750
H -26.058 -10.352 21.189
C -33.325 -10.951 2.562
H -26.391 -12.436 19.752
H -31.994 -20.606 7.178
H -34.517 -12.754 5.200
H -34.836 -9.857 11.452
H -35.698 -19.230 4.067
C -39.169 -24.833 16.592
H -25.822 -16.429 25.464
H -38.938 -13.880 12.831
H -34.230 -22.112 9.371
O -32.307 -16.344 12.343
O -33.950 -20.841 7.770
C -38.424 -14.804 13.096
O -30.501 -24.231 20.206
C -39.169 -26.256 17.341
H -28.730 -16.211 24.512
H -38.808 -26.917 16.554
H -36.058 -23.744 16.293
H -39.491 -24.021 17.244
C -25.009 -14.533 24.998
H -30.432 -16.532 13.271
H -37.885 -15.688 17.086
H -33.104 -22.706 8.105
C -32.386 -12.836 4.782
H -33.810 -10.772 1.602
H -22.997 -13.515 23.550
C -29.962 -24.236 18.900
H -30.784 -24.272 18.184
O -34.520 -18.869 5.641
*
```

=====

Entry B
Here is a 9-piece molecular cluster, C36H90O18 overall from OMol25. Energies are from wB97M-V/def2-TZVPD.

Calculated values
Kohn-Sham gap: 9.520 eV

ORCA input file:
```
! RIJCOSX wB97M-V def2-TZVPD def2/J DEFGRID3
* xyz 0 1
C -2.453 -2.770 1.263
H 1.982 -2.274 -5.269
O -3.592 1.976 1.316
C 1.260 -2.817 -4.653
C 3.228 0.732 -5.368
H -0.738 -0.112 1.263
H -2.855 -2.896 -3.219
H -5.445 -2.019 3.637
O 0.283 -4.707 -0.039
H 1.378 6.136 -4.766
C 0.155 -1.930 -4.210
C -3.419 2.695 2.534
H 0.617 -2.048 1.345
C 2.719 -2.579 -0.182
H -7.769 -0.269 1.549
H -4.304 -4.077 2.667
H 1.325 6.963 -3.277
C 3.574 0.081 -2.476
O -0.917 -2.697 -3.626
O 3.925 1.478 -2.348
H 2.569 1.217 -4.657
H 3.759 -2.354 -0.216
H -5.651 2.339 1.129
C 0.105 -0.069 0.550
H 2.686 0.259 2.483
H 4.381 0.331 0.724
H -1.199 -7.756 -0.492
O 2.089 -1.331 0.125
H -3.461 3.326 -2.131
H -0.343 -3.871 -1.702
H 0.432 2.262 -0.422
H -1.883 7.361 -4.007
H -0.319 -1.413 -5.070
H -2.952 4.977 -3.753
H -6.416 -3.423 3.070
H 5.850 -0.376 4.197
H 0.864 0.597 0.985
C 4.942 0.096 3.904
H -0.377 -8.621 0.786
H -6.865 0.762 -2.027
H -2.494 -1.672 -4.541
H 0.349 7.619 -4.649
H 4.726 4.371 6.423
H 1.799 -5.622 0.910
H 3.102 -4.634 -5.007
C 0.829 -5.891 0.463
H 2.482 0.007 -2.546
H -4.071 3.603 2.542
H 2.590 -3.197 0.699
H 4.020 3.482 7.829
H -0.843 2.033 -1.685
H 3.080 1.931 -0.569
H -5.751 -0.006 -0.054
C -2.675 5.675 -2.933
H -2.663 -2.489 0.239
H 0.503 -1.248 -3.407
H -2.932 3.580 -0.506
H 5.863 0.091 -0.031
H 0.861 4.308 2.034
O -0.315 0.340 -0.703
H 6.046 1.842 3.489
H -2.078 -8.606 0.828
H 5.363 0.031 -3.726
H 4.447 0.579 4.741
H -0.061 -5.639 2.361
C -1.233 -8.005 0.575
H 2.204 -1.292 2.806
O 3.336 2.910 5.941
H -1.333 2.004 0.026
H 5.306 -1.154 1.183
H 2.634 0.465 -6.273
H 3.871 -0.510 -1.660
H 1.413 2.591 4.429
H 4.635 -1.603 -3.492
C 0.021 -6.439 1.610
H 1.943 2.037 -1.881
H 3.510 -4.919 -3.322
C -2.151 -2.166 -3.568
C -3.203 4.057 -1.374
O -2.246 4.947 -1.880
H -2.174 -1.318 -2.824
C 5.355 -0.088 0.887
H -5.166 0.835 1.979
H 2.487 4.434 1.406
H -3.495 6.377 -2.687
C 1.843 3.938 2.201
C -0.392 -4.832 -1.252
O -1.263 -6.852 1.330
C -1.519 6.589 -3.267
H 2.696 4.823 6.078
H 0.849 -3.611 -5.321
C -5.779 -2.556 2.715
H 0.555 -7.278 2.065
H -2.404 2.947 2.502
H -3.645 2.000 3.323
C 0.660 6.688 -4.116
C 1.613 3.702 4.506
C -4.924 1.515 1.153
C 4.362 3.416 6.782
O -6.379 -1.671 1.842
H -7.214 -0.426 3.276
H 0.681 4.241 4.531
H 0.027 -5.495 -1.999
C 2.279 3.834 5.859
H -6.638 2.585 -2.260
C 3.169 -4.155 -4.045
C 2.989 2.184 -1.638
H 2.302 -3.139 -1.052
C 0.680 -1.450 0.423
C -7.494 -0.980 2.374
H -1.249 7.045 -2.239
C 2.764 -0.505 3.284
H 3.179 3.231 -1.718
H 0.164 -2.093 -0.349
H -4.055 4.745 -1.141
O 3.779 -0.448 -4.894
H -7.062 2.045 -0.695
O -0.448 5.891 -3.811
O 4.065 -0.952 3.465
O 1.975 -3.565 -3.587
H 3.980 -3.436 -4.267
O 2.390 4.240 3.478
H 1.540 3.626 6.624
C -4.626 -3.206 2.089
H 2.299 -0.132 4.157
H 5.160 2.681 6.711
C 5.393 1.164 2.944
H 4.549 1.755 2.575
H 0.912 -6.566 -0.397
H 1.845 2.840 2.007
O -3.498 -2.332 2.035
H -1.445 -2.458 1.644
O 6.112 0.692 1.808
H -3.931 0.270 -0.171
H 3.991 1.434 -5.796
C -4.916 0.720 -0.119
H -4.950 -3.514 1.118
C 4.375 -0.523 -3.632
H -2.450 -3.870 1.223
O -5.127 1.557 -1.290
H -8.382 -1.571 2.586
C -6.480 1.721 -1.589
H -1.448 -5.068 -1.084
C -0.520 1.734 -0.675
*
```

=====

Q: Which of them is the least stable? A: entry A.

=====

Entry A
Here is C7H10S in the gas phase from OMol25. Energies are from wB97M-V/def2-TZVPD.

Calculated values
Kohn-Sham gap: 9.424 eV

ORCA input file:
```
! RIJCOSX wB97M-V def2-TZVPD def2/J DEFGRID3
* xyz 0 1
H -2.165 -0.481 1.598
H 2.491 0.327 -1.292
C 0.151 -1.600 0.277
H -1.226 -0.095 -2.279
C 0.475 2.148 -0.300
S -1.992 -0.264 -1.188
C 1.641 -0.038 -0.733
C 0.515 0.809 -0.286
H 2.136 -2.096 -0.793
C -1.324 0.198 1.381
H -0.615 0.264 2.263
C -0.541 -0.171 0.118
H 1.382 2.679 -0.530
H 0.227 -1.887 1.321
H -0.425 -2.372 -0.180
H -0.445 2.703 -0.174
H -1.731 1.202 1.225
C 1.447 -1.326 -0.430
*
```

=====

Entry B
Here is C7H10S in the gas phase from OMol25. Energies are from wB97M-V/def2-TZVPD.

Calculated values
Kohn-Sham gap: 8.659 eV

ORCA input file:
```
! RIJCOSX wB97M-V def2-TZVPD def2/J DEFGRID3
* xyz 0 1
H 1.797 0.602 -1.750
S 0.632 -1.922 -0.410
H -0.246 1.561 0.279
H 2.929 -1.404 -0.066
C 1.680 0.498 0.483
C -2.726 0.019 0.093
C -1.663 -0.932 -0.092
C 1.513 1.141 -0.830
C 2.009 -1.066 0.533
H -2.432 1.113 0.675
H -3.223 0.513 -0.863
H 1.624 1.241 1.284
H -1.879 -1.952 -0.144
C -0.358 -0.564 -0.188
C 0.344 0.714 -0.063
H -3.459 -0.416 0.694
H 1.299 2.180 -1.113
H 2.158 -1.326 1.478
*
```

=====

Q: Which of them is the least stable? A: entry B.

=====

Entry A
Here is a 10-piece molecular cluster, C3H26O10 overall from OMol25. Energies are from wB97M-V/def2-TZVPD.

Calculated values
Kohn-Sham gap: 10.183 eV

ORCA input file:
```
! RIJCOSX wB97M-V def2-TZVPD def2/J DEFGRID3
* xyz 0 1
H 26.929 8.351 -4.053
H 17.015 17.911 -2.754
O 24.538 5.332 2.017
H 21.238 9.187 -4.672
O 21.373 10.059 -4.301
H 26.321 15.239 -1.190
H 26.874 4.830 -0.965
H 25.835 16.670 -1.099
H 21.835 12.815 5.207
H 23.643 5.540 1.748
H 19.684 16.358 -1.545
H 19.267 14.635 -3.656
H 25.838 10.928 5.478
O 27.026 4.801 -1.910
H 24.777 9.969 0.187
H 23.793 11.022 0.652
H 26.391 4.163 -2.236
H 19.237 6.724 0.358
O 26.467 16.113 -1.553
O 24.692 10.909 0.342
H 18.737 18.047 -3.171
H 19.718 7.705 -0.690
H 20.790 13.777 4.683
C 18.097 15.924 -3.000
H 17.545 17.555 -4.365
H 27.321 9.560 -4.876
H 26.814 11.008 6.632
H 24.620 4.390 1.869
O 25.879 11.028 6.429
H 17.093 15.506 -3.083
O 26.605 9.201 -4.351
H 22.297 10.249 -4.464
C 18.814 15.712 -1.658
O 18.989 15.507 -3.945
O 20.025 7.017 -0.099
H 18.897 14.702 -1.257
H 18.067 16.178 -1.015
O 21.458 13.155 4.395
C 17.831 17.459 -3.318
*
```

=====

Entry B
Here is a 10-piece molecular cluster, C3H26O10 overall from OMol25. Energies are from wB97M-V/def2-TZVPD.

Calculated values
Kohn-Sham gap: 9.986 eV

ORCA input file:
```
! RIJCOSX wB97M-V def2-TZVPD def2/J DEFGRID3
* xyz 0 1
H 13.386 -13.814 -17.950
O 11.953 -15.738 -26.008
O 16.944 -14.868 -21.264
O 14.417 -19.213 -24.139
O 14.876 -15.576 -26.169
H 13.833 -17.901 -22.621
O 14.469 -13.424 -22.242
H 17.774 -15.662 -22.810
H 13.696 -10.673 -22.214
H 14.220 -13.672 -24.277
C 13.854 -14.358 -18.772
H 13.817 -19.840 -23.729
C 14.248 -14.270 -23.362
H 15.456 -18.670 -22.453
H 17.446 -14.501 -20.532
H 15.052 -14.996 -23.464
H 12.692 -10.301 -21.124
H 14.099 -15.373 -18.478
H 13.735 -12.810 -22.139
H 11.413 -15.678 -26.802
H 16.470 -13.472 -23.595
O 10.742 -12.909 -20.498
H 14.958 -16.114 -26.960
H 11.334 -15.924 -25.295
H 13.309 -14.828 -23.288
O 17.337 -13.197 -23.906
H 17.852 -14.011 -23.892
H 13.930 -15.579 -25.962
H 14.830 -12.826 -19.513
H 18.661 -16.892 -22.859
O 12.940 -11.016 -21.720
O 18.328 -16.183 -23.416
C 14.729 -18.227 -23.148
H 15.283 -17.404 -23.592
H 11.337 -12.156 -20.569
H 13.132 -14.405 -19.594
H 16.030 -14.595 -21.092
O 15.037 -13.728 -19.258
H 10.170 -12.838 -21.268
*
```

=====

Q: Which of them is the least stable? A: entry A.